one.
11
Properties=species:S:1:pos:R:3 method="wB97M-V/def2-TZVPD" lumo_ev="-1.51 / -1.48" homo_energy_ev="-8.62 / -8.62"
C 0.50427 1.97674 -2.50341
C 0.27254 1.29966 -1.46515
C 0.06346 0.51658 -0.37929
C 0.57389 0.53053 0.92645
N 0.14074 -0.62047 1.49848
N -0.52551 -1.46164 0.78830
C -0.65395 -0.78085 -0.50881
H -0.19644 -1.06102 -1.50450
H 1.23918 1.22547 1.41582
H 0.30354 -0.84236 2.48525
H -1.72171 -0.78265 -0.75314

two.
11
Properties=species:S:1:pos:R:3 method="wB97M-V/def2-TZVPD" lumo_ev=-1.07 homo_energy_ev=-9.15
C -1.63253 -1.78737 0.61117
C -0.74324 -1.06703 0.24082
C 0.34491 -0.21851 -0.23315
N -0.03864 0.65929 -1.34034
C 0.69499 1.66665 -0.66023
C 0.74152 0.72686 0.98076
N 1.08746 0.88508 2.08393
H -2.42598 -2.41919 0.95184
H 1.24372 -0.77849 -0.49289
H -1.03336 0.85664 -1.23525
H 1.76115 1.47607 -0.90664

three.
11
Properties=species:S:1:pos:R:3 method="wB97M-V/def2-TZVPD" lumo_ev=0.18 homo_energy_ev=-9.67
C -0.75864 -2.59430 -0.15404
C -0.32110 -1.51071 0.12687
C 0.26848 -0.22446 0.48984
C 0.70066 0.67652 -0.62344
C 0.14772 1.85958 -0.35556
N -0.66366 1.78044 0.82494
N -0.64295 0.62585 1.29914
H -1.15841 -3.55353 -0.40094
H 1.35129 0.39818 -1.44190
H 0.23938 2.80882 -0.86790
H 1.12515 -0.40948 1.15848

four.
11
Properties=species:S:1:pos:R:3 method="wB97M-V/def2-TZVPD" lumo_ev=0.69 homo_energy_ev=-8.49
C -0.64216 0.50735 0.18087
N -1.32017 1.67383 0.12387
N -0.97494 -0.43645 0.97645
C -0.22206 -1.49082 1.20418
C 0.66330 0.26356 -0.57829
C 0.78006 -2.12924 0.88891
C 1.45629 0.23376 -1.48889
H -1.10395 2.32204 -0.60952
H -2.17466 1.76296 0.63389
H 1.38509 -3.01028 0.94162
H 2.15320 0.30329 -2.27310

Relative stability in hartree, measured from the most stable structure: one 0.0955; two 0.1284; three 0.0000; four 0.0428

one.
19
Properties=species:S:1:pos:R:3 method="wB97M-V/def2-TZVPD" lumo_ev=0.64 homo_energy_ev=-8.68
C -2.58078 -0.11075 0.90139
C 1.23136 -1.91816 0.23066
C 0.81968 -0.62115 0.17615
C -0.27037 -0.47696 -1.98486
C 0.19081 0.15194 -0.93749
C 0.74278 0.18243 1.56034
C 0.17425 1.64975 -0.80225
O -2.96174 0.90556 1.26263
O -2.14140 -1.06821 0.50927
H 1.59239 -2.10119 1.21994
H 1.54663 -2.59231 -0.62328
H -0.85827 0.03939 -2.62907
H -0.15349 -1.54334 -2.12204
H -0.10424 0.85112 1.67721
H 0.66072 -0.55910 2.37874
H 1.67380 0.74489 1.65318
H -0.67456 2.19537 -0.30702
H 0.01630 2.20328 -1.79666
H 1.09614 2.06744 -0.36683

two.
19
Properties=species:S:1:pos:R:3 method="wB97M-V/def2-TZVPD" lumo_ev="-0.82 / -0.82" homo_energy_ev="-8.32 / -8.32"
C 2.33061 -0.00421 0.93614
C -0.54494 1.80581 -0.77577
C 0.44264 -1.10828 -0.42591
C -1.11444 -1.00708 -0.03115
C 1.03413 0.02832 0.20210
C 0.03513 1.00844 0.35720
C -2.11109 -0.92426 -0.93729
O -1.40394 -1.61467 1.17583
O 0.90391 -2.09157 -0.97631
H -0.57753 -1.94554 1.55813
H 0.05426 1.58593 1.28704
H 2.15527 -0.01952 2.01850
H 2.94010 0.88297 0.72676
H 2.91988 -0.88720 0.67562
H -1.93965 -0.49996 -1.91689
H -3.09869 -1.30589 -0.70603
H 0.01944 2.74286 -0.85393
H -0.45635 1.29353 -1.73520
H -1.58874 2.06030 -0.57885

Relative stability in hartree, measured from the most stable structure: one 0.0000; two 0.0865

one.
19
Properties=species:S:1:pos:R:3 method="wB97M-V/def2-TZVPD" lumo_ev=0.41 homo_energy_ev=-9.46
C 0.87582 0.31749 0.11574
C -2.20310 -1.30210 -1.10793
C 2.20388 -0.25677 0.45153
C 0.85994 1.52412 -0.76716
C -0.23855 -0.73028 0.08462
O -1.09812 -0.41385 -0.97362
C -0.33827 0.55740 1.37015
C -1.07310 1.08174 2.16180
O -0.06874 -1.88794 0.49502
H -1.92903 -2.31158 -0.79466
H -3.04189 -0.94161 -0.50605
H -2.48050 -1.30896 -2.16310
H 2.47301 0.07184 1.45571
H -0.13653 1.94567 -0.85331
H 1.54987 2.28496 -0.39848
H 2.14172 -1.35652 0.53805
H 2.97476 0.00396 -0.27172
H 1.18404 1.19652 -1.76154
H -1.65521 1.52590 2.92493

two.
19
Properties=species:S:1:pos:R:3 method="wB97M-V/def2-TZVPD" lumo_ev=0.87 homo_energy_ev=-8.72
C 1.13533 0.40510 -1.07949
C 2.17995 -0.30789 -1.46703
C -0.94657 -1.49800 2.88597
C -0.89888 -1.54568 1.55053
C 0.43406 1.75151 -1.20648
C -0.86098 1.25882 -0.57735
C -0.23112 -0.17344 -0.40373
O -0.78351 -1.06127 -1.24999
O -0.01648 -0.70894 0.95124
H 2.16938 -1.23589 -0.96984
H 3.09175 -0.04921 -1.89061
H -1.48784 -2.20265 3.35327
H -0.29100 -0.85253 3.30491
H -1.51362 -2.18470 0.90464
H 1.07432 2.49781 -0.68393
H 0.36065 1.96224 -2.24788
H -0.89439 1.74235 0.36568
H -1.67288 1.23848 -1.20072
H -0.15943 -1.69564 -1.55816

Relative stability in hartree, measured from the most stable structure: one 0.0288; two 0.0000